(1)
{
  "formula": "C17H22N2O7S",
  "method": "ωB97M-V with the def2-TZVPD basis set",
  "largest_force_ha_per_bohr": 0.0391,
  "smiles": "CCOC(=O)C(/N=N\\c1sc(C(=O)OCC)c(C)c1C(=O)OCC)=C(\\C)O",
  "e_above_lowest_kcal_mol": 0.0,
  "e_tot_ev": -46133.0110,
  "homo_ev": -8.1,
  "symbols": ["C", "C", "H", "H", "O", "C", "O", "C", "C", "O", "H", "C", "H", "H", "H", "N", "N", "C", "C", "C", "C", "C", "O", "O", "C", "C", "H", "H", "H", "H", "H", "S", "C", "H", "H", "H", "C", "O", "O", "C", "C", "H", "H", "H", "H", "H", "H", "H", "H"],
  "coordinates": [[0.98273, -1.75419, 2.10023], [-0.51796, -1.60408, 2.29643], [-0.75551, -1.57229, 3.36513], [-1.06284, -2.41867, 1.81546], [-1.03297, -0.41748, 1.68678], [-0.89689, 0.72207, 2.37000], [-0.35946, 0.79975, 3.45116], [-1.54248, 1.86819, 1.69186], [-1.96837, 2.97041, 2.41153], [-2.56539, 3.96381, 1.77999], [-2.63304, 3.72036, 0.83121], [-1.80117, 3.16544, 3.87089], [-0.75109, 3.34485, 4.09871], [-2.39077, 4.02156, 4.18774], [-2.08955, 2.27261, 4.41984], [-1.83571, 1.99127, 0.35787], [-1.45626, 1.30101, -0.58658], [-0.56054, 0.32375, -0.76988], [0.83777, 0.36287, -0.73440], [1.43357, -0.77402, -1.35309], [0.49690, -1.66144, -1.82662], [0.67640, -2.95659, -2.46085], [1.73188, -3.50505, -2.68197], [-0.52146, -3.49186, -2.76508], [-0.51610, -4.75596, -3.42209], [-0.31284, -4.60176, -4.92275], [-1.07432, -3.94655, -5.33909], [0.66771, -4.17586, -5.12107], [-0.37794, -5.57451, -5.40170], [0.28076, -5.37408, -2.99462], [-1.49065, -5.19516, -3.19875], [-1.13554, -1.09713, -1.58875], [2.90067, -0.98537, -1.45523], [3.34104, -0.19454, -2.06019], [3.11140, -1.95129, -1.90279], [3.36064, -0.92012, -0.47091], [1.63192, 1.42936, -0.12424], [2.83734, 1.50129, -0.15571], [0.86578, 2.34411, 0.51020], [1.55554, 3.39822, 1.17972], [2.16777, 2.93300, 2.49418], [1.42597, 2.41004, 3.09393], [2.99660, 2.25809, 2.29632], [2.53788, 3.79181, 3.04689], [0.79333, 4.16354, 1.34489], [2.33488, 3.78757, 0.51635], [1.22679, -1.83071, 1.04421], [1.32039, -2.65416, 2.60623], [1.50233, -0.89809, 2.52415]]
}


(2)
{
  "formula": "C17H22N5O5ScSe6",
  "method": "ωB97M-V with the def2-TZVPD basis set",
  "largest_force_ha_per_bohr": 0.0344,
  "charge": -2,
  "e_above_lowest_kcal_mol": 21.7,
  "e_tot_ev": -448456.2445,
  "homo_ev": -1.2,
  "symbols": ["Sc", "C", "C", "N", "C", "C", "C", "C", "C", "C", "C", "C", "C", "N", "C", "H", "H", "H", "H", "H", "H", "H", "H", "O", "C", "C", "C", "O", "C", "Se", "C", "Se", "H", "H", "H", "H", "H", "H", "H", "H", "H", "H", "Se", "Se", "Se", "Se", "N", "N", "H", "H", "H", "H", "O", "N", "O", "O"],
  "coordinates": [[0.74599, -0.07929, -0.65833], [-1.30818, 2.94496, -3.58227], [-0.46161, 2.23232, -2.71992], [-0.88939, 1.23849, -1.96792], [-2.18183, 0.87582, -2.05682], [-3.10452, 1.53113, -2.87822], [-2.62828, 2.59631, -3.65849], [-4.47223, 1.09599, -2.89766], [-4.88071, 0.07135, -2.12332], [-3.95510, -0.62450, -1.27583], [-4.33511, -1.69980, -0.45859], [-3.39006, -2.31962, 0.30745], [-2.06097, -1.88200, 0.22596], [-1.67008, -0.88617, -0.54108], [-2.60998, -0.24779, -1.26445], [-0.89775, 3.75406, -4.17035], [0.58585, 2.47822, -2.63410], [-3.31248, 3.12161, -4.31600], [-5.16728, 1.60898, -3.55256], [-5.91195, -0.26119, -2.14062], [-5.36727, -2.03132, -0.45652], [-3.63144, -3.15545, 0.94891], [-1.29414, -2.35548, 0.82528], [3.57391, 2.30168, 3.95742], [3.33812, 0.92501, 4.25057], [2.59382, 0.24108, 3.09663], [2.59500, -1.26208, 3.38365], [2.17830, -1.60790, 4.71896], [1.17500, 0.82768, 3.05563], [-0.17542, 0.01441, 1.87985], [3.39315, 0.54032, 1.81236], [3.21593, -0.69392, 0.29030], [3.78788, 2.74771, 4.77910], [2.74158, 0.84577, 5.16737], [4.30168, 0.41170, 4.40666], [3.58709, -1.68181, 3.18115], [1.88385, -1.74444, 2.71853], [2.84455, -1.27672, 5.32668], [1.24733, 1.87833, 2.78609], [0.74439, 0.75437, 4.05725], [4.45830, 0.53346, 2.05620], [3.14273, 1.54128, 1.47126], [-2.24476, -3.63260, -2.97824], [-0.45475, -3.21232, -4.41883], [-0.07225, -0.89159, -4.50613], [1.77055, -0.38512, -3.12004], [1.72105, -3.40202, -0.67137], [0.62867, -2.51977, -1.06778], [2.05194, -3.00651, 0.20731], [2.48132, -3.15121, -1.30112], [-0.22282, -3.00138, -0.79626], [0.58045, -2.59382, -2.08410], [1.25976, 3.96379, -1.06459], [1.37042, 3.15005, -0.14257], [1.28461, 3.47455, 1.03522], [1.41715, 1.90542, -0.44171]]
}


(3)
{
  "formula": "C17H23Br8IN2O2",
  "method": "ωB97M-V with the def2-TZVPD basis set",
  "largest_force_ha_per_bohr": 0.0550,
  "smiles": "NCN1C(=O)c2ccc(I)cc2C1=O.BrCCBr.BrCCBr.BrCCBr.BrCCBr",
  "e_tot_ev": -593516.0942,
  "homo_ev": -9.0,
  "symbols": ["N", "C", "N", "C", "O", "C", "C", "C", "C", "I", "C", "C", "C", "O", "H", "H", "H", "H", "H", "H", "H", "Br", "C", "C", "Br", "H", "H", "H", "H", "Br", "C", "C", "Br", "H", "H", "H", "H", "Br", "C", "C", "Br", "H", "H", "H", "H", "Br", "C", "C", "Br", "H", "H", "H", "H"],
  "coordinates": [[2.70550, -0.92698, -0.47184], [3.10487, 0.36842, -1.05758], [2.39122, 1.53707, -0.49495], [1.59335, 1.34957, 0.69241], [1.93484, 1.56388, 1.81590], [0.21111, 0.88566, 0.13274], [-0.85376, 0.09023, 0.70310], [-2.01148, -0.17039, -0.18035], [-2.02616, 0.35803, -1.55866], [-3.71064, -0.07411, -2.84638], [-0.94056, 1.17499, -2.11981], [0.18911, 1.43027, -1.24780], [1.52283, 2.22093, -1.44834], [1.79999, 3.15686, -2.13149], [1.76858, -1.13778, -0.84453], [3.28023, -1.68796, -0.85034], [4.20094, 0.50825, -0.89717], [2.89100, 0.33758, -2.16978], [-0.77003, -0.29552, 1.75594], [-2.84002, -0.80006, 0.20910], [-0.93533, 1.56947, -3.16009], [-0.85359, -0.98785, 7.24799], [-1.02907, 0.38586, 5.87800], [-1.89895, -0.08292, 4.74099], [-0.93712, -1.31307, 3.57536], [-0.02199, 0.65299, 5.56531], [-1.48572, 1.23572, 6.38421], [-2.17904, 0.75430, 4.10107], [-2.79848, -0.59762, 5.07141], [-6.04950, -0.73174, -5.70237], [-4.66146, -0.42212, -7.03453], [-3.84579, -1.66603, -7.27610], [-2.58050, -1.97008, -5.82822], [-4.06696, 0.41850, -6.68309], [-5.19537, -0.13157, -7.93897], [-3.23420, -1.55598, -8.17124], [-4.45026, -2.56597, -7.36360], [-2.21072, -6.39115, 7.56862], [-1.28372, -4.90772, 6.71025], [-1.98806, -4.47420, 5.45153], [-1.64537, -5.70942, 3.98480], [-0.25953, -5.23083, 6.53825], [-1.28874, -4.10528, 7.44702], [-1.60377, -3.51400, 5.10798], [-3.06811, -4.40931, 5.56503], [5.80607, 2.41473, -3.18040], [5.01676, 4.02420, -2.41502], [6.02886, 5.13550, -2.31312], [7.24197, 4.85696, -0.81411], [4.58977, 3.74195, -1.45530], [4.21323, 4.29804, -3.09724], [5.53537, 6.08469, -2.10630], [6.64480, 5.23756, -3.20384]]
}


(4)
{
  "formula": "C17H23ClN2O8PS",
  "method": "ωB97M-V with the def2-TZVPD basis set",
  "largest_force_ha_per_bohr": 0.0332,
  "charge": 1,
  "e_above_lowest_kcal_mol": 0.0,
  "e_tot_ev": -70001.4060,
  "homo_ev": -12.1,
  "symbols": ["C", "C", "C", "C", "S", "C", "C", "N", "N", "C", "O", "C", "O", "C", "C", "O", "C", "P", "O", "Cl", "H", "H", "H", "H", "H", "H", "H", "H", "H", "H", "H", "H", "H", "H", "H", "H", "H", "H", "H", "C", "C", "C", "O", "C", "C", "C", "O", "O", "O", "H", "H", "H", "H"],
  "coordinates": [[3.29565, 2.71611, -1.85234], [2.19343, 2.45170, -0.82118], [2.21077, 3.24945, 0.32427], [1.21245, 3.07679, 1.26014], [1.25145, 4.13029, 2.71186], [0.22416, 2.12422, 1.03994], [-0.86662, 2.01780, 2.10456], [-0.43152, 0.97852, 3.05235], [0.24880, 1.35449, -0.05666], [-0.79020, 0.31893, -0.24980], [-1.69490, 0.65008, -1.27934], [-2.05034, 2.04137, -1.30220], [-3.28842, 2.14127, -1.93145], [-4.35230, 2.20108, -0.98151], [-4.62931, 0.86661, -0.26542], [-4.37072, 1.08649, 1.13988], [1.21417, 1.50398, -1.01580], [1.38557, 0.58012, -2.64791], [0.30474, -0.60649, -2.82081], [3.18961, -0.44708, -2.36069], [2.91397, 2.62961, -2.87387], [3.60202, 3.75867, -1.71824], [4.12585, 2.03681, -1.64885], [2.99139, 3.99346, 0.45149], [1.93235, 3.33814, 3.57492], [-1.08496, 2.97621, 2.57729], [-1.81488, 1.65706, 1.69049], [0.05091, 1.37321, 3.84820], [-1.19956, 0.38527, 3.33053], [-0.26571, -0.60806, -0.48546], [-1.37865, 0.11170, 0.64479], [-2.12037, 2.49045, -0.30220], [-1.34586, 2.56566, -1.96553], [-5.26714, 2.46808, -1.52137], [-4.15589, 3.01705, -0.27261], [-5.68944, 0.59327, -0.35323], [-4.03590, 0.03587, -0.66089], [-4.35863, 0.23830, 1.59795], [0.42043, -1.36760, -2.22126], [1.57099, -5.14042, 1.49800], [0.66105, -4.22015, 1.15975], [0.63079, -3.61399, -0.20961], [-0.23564, -2.78326, -0.47265], [1.62802, -4.02361, -1.16599], [2.55061, -4.94188, -0.83730], [2.57004, -5.57503, 0.52647], [3.41268, -6.41249, 0.76584], [3.48559, -5.33922, -1.68378], [-0.26978, -3.79028, 2.01703], [1.60296, -5.58756, 2.48154], [1.59726, -3.56012, -2.14300], [4.01966, -6.00435, -1.20509], [-0.80067, -3.13651, 1.52877]]
}


(5)
{
  "formula": "C17H23CoN9O3S",
  "method": "ωB97M-V with the def2-TZVPD basis set",
  "largest_force_ha_per_bohr": 0.0222,
  "charge": 1,
  "e_above_lowest_kcal_mol": 24.1,
  "e_tot_ev": -86008.9745,
  "homo_ev": -11.0,
  "symbols": ["Co", "N", "C", "S", "N", "N", "C", "C", "C", "C", "C", "C", "C", "C", "C", "C", "C", "C", "N", "H", "H", "H", "H", "H", "H", "H", "H", "H", "H", "H", "N", "N", "C", "N", "N", "N", "O", "O", "H", "H", "H", "H", "H", "C", "C", "C", "O", "H", "H", "H", "H", "H", "H", "H"],
  "coordinates": [[1.18371, -0.45148, -0.98326], [-1.16143, -3.87876, -1.31495], [-0.40332, -2.83595, -0.87698], [1.19496, -2.66436, -1.58010], [-0.95851, -2.04137, -0.00650], [-0.07290, -1.03711, 0.29446], [0.09670, -0.61220, 1.49129], [-0.81256, -0.87882, 2.61553], [-2.17670, -0.64523, 2.45960], [-3.04612, -0.87197, 3.51145], [-2.56358, -1.35053, 4.72287], [-1.20668, -1.59690, 4.87957], [-0.33126, -1.35386, 3.83295], [1.44977, -0.02004, 1.65594], [1.95782, 0.62397, 2.76892], [3.31882, 0.90487, 2.80046], [4.12102, 0.54136, 1.74417], [3.54304, -0.06933, 0.63159], [2.25408, -0.36955, 0.59594], [-0.70227, -4.61150, -1.82766], [-1.93865, -4.14861, -0.73211], [-2.54879, -0.27855, 1.51075], [-4.10294, -0.67702, 3.38781], [-3.24483, -1.53139, 5.54330], [-0.82798, -1.97959, 5.81759], [0.72342, -1.56189, 3.96271], [1.31108, 0.91673, 3.58334], [3.73707, 1.40907, 3.66112], [5.18189, 0.74332, 1.74448], [4.12608, -0.31452, -0.24600], [-1.98998, -0.48265, -2.20349], [-1.66598, -0.11025, -3.49697], [-0.40166, 0.15109, -3.84429], [-0.20099, 0.52673, -5.10113], [0.55551, 0.02876, -2.88994], [1.84938, 0.31488, -3.21197], [2.26562, 0.76355, -4.24846], [2.59437, 0.10169, -2.22753], [-2.27008, -1.45534, -2.17352], [-2.71252, 0.11889, -1.83089], [-2.37197, -0.09171, -4.21937], [-0.97544, 0.63454, -5.73340], [0.73558, 0.74952, -5.39833], [-0.77281, 2.74579, 0.35878], [-0.25280, 2.04810, -0.89823], [0.02069, 3.07997, -1.98497], [0.92218, 1.33999, -0.57041], [-1.64092, 3.37479, 0.15055], [0.01773, 3.37466, 0.77146], [-1.05442, 2.01418, 1.11693], [-1.04051, 1.35843, -1.24311], [0.77451, 3.78862, -1.63793], [-0.88738, 3.63508, -2.22540], [0.40096, 2.63189, -2.90668]]
}


(6)
{
  "formula": "C17H23F12N6O4ReS2Sb",
  "method": "ωB97M-V with the def2-TZVPD basis set",
  "largest_force_ha_per_bohr": 0.0868,
  "charge": 3,
  "e_tot_ev": -98055.1254,
  "homo_ev": [-19.4, -19.4],
  "symbols": ["Re", "C", "C", "N", "C", "C", "N", "C", "C", "N", "C", "C", "N", "C", "C", "C", "C", "C", "C", "C", "N", "H", "H", "H", "H", "H", "H", "H", "H", "H", "H", "H", "H", "H", "H", "H", "H", "H", "H", "H", "H", "H", "H", "H", "F", "Sb", "F", "F", "F", "F", "F", "F", "C", "F", "F", "S", "O", "O", "N", "S", "O", "O", "C", "F", "F", "F"],
  "coordinates": [[-0.07686, -0.18003, -0.41377], [-3.49141, -2.35617, 1.23617], [-2.35641, -1.80438, 0.46400], [-1.53838, -0.89139, 0.86592], [-1.52016, -0.24634, 2.18802], [-1.37543, 1.23748, 1.94206], [-0.20915, 1.52043, 1.03007], [1.05014, 1.87310, 1.74807], [1.84756, 0.62132, 1.90050], [1.88878, -0.05174, 0.57990], [2.81811, 0.55293, -0.40723], [2.74498, -0.33599, -1.63231], [1.37848, -0.91849, -1.67909], [1.08468, -1.82309, -2.57338], [2.04025, -2.32741, -3.57418], [-0.26160, -2.38957, -2.41025], [-0.85000, -3.41670, -3.12438], [-2.07181, -3.91245, -2.68048], [-2.63210, -3.42127, -1.50322], [-1.99666, -2.38063, -0.85252], [-0.87084, -1.85417, -1.34892], [-3.73550, -1.78988, 2.12736], [-3.23797, -3.37985, 1.53688], [-4.37502, -2.41943, 0.59744], [-0.68605, -0.68093, 2.74087], [-2.42477, -0.43901, 2.75971], [-1.26275, 1.76852, 2.88659], [-2.26916, 1.61251, 1.45393], [-0.47475, 2.32994, 0.46083], [0.83682, 2.33004, 2.71360], [1.58852, 2.61515, 1.15875], [1.39987, -0.07643, 2.60697], [2.85876, 0.82861, 2.25685], [2.19148, -1.01829, 0.73234], [3.83933, 0.57381, -0.02372], [2.51100, 1.57889, -0.61569], [3.46207, -1.15300, -1.57403], [2.94589, 0.24358, -2.53430], [2.76296, -1.58036, -3.89268], [1.53142, -2.74006, -4.44271], [2.59224, -3.15374, -3.10092], [-0.36290, -3.85142, -3.98650], [-2.55975, -4.71568, -3.21744], [-3.53972, -3.85392, -1.10467], [0.47266, -1.96484, 0.74870], [1.61886, -3.79878, 0.97372], [0.97611, -4.04524, -0.78431], [-0.02156, -4.34800, 1.63611], [2.63535, -5.31315, 1.05947], [2.07193, -2.85769, 2.51150], [2.88988, -2.65623, 0.11537], [-1.02771, 2.22794, -4.35380], [-0.89360, 1.17078, -3.62195], [-0.86090, 0.07382, -4.35932], [0.27560, 1.22467, -2.93045], [-2.33466, 0.99927, -2.39827], [-1.50748, 0.88850, -1.01717], [-2.96674, -0.24274, -2.67190], [-3.17863, 2.23008, -2.40040], [-2.50919, 3.74407, -2.12865], [-2.86030, 4.64080, -3.15436], [-1.13809, 3.54994, -1.71846], [-3.42140, 4.20247, -0.58998], [-3.12870, 5.44076, -0.28451], [-4.71113, 4.01979, -0.72239], [-2.96539, 3.38712, 0.39724]]
}